59
Properties=species:S:1:pos:R:3 method="wB97M-V/def2-TZVPD" lumo_energy_ev=0.1376 de_lowest_kj_mol=111.6 homo_energy_ha=-0.32713 total_energy_ev=-46316.8936 smiles="COCCCNC(=O)c1oc2ccc(S(=O)(=O)N(C)C3CCCCC3)cc2c1C"
C -5.97661 -4.60268 -4.18100
O -5.13001 -4.34355 -5.27412
C -4.30308 -3.21488 -5.12188
C -5.05849 -1.88134 -5.17291
H -5.64259 -1.74335 -4.26193
C -4.11259 -0.68728 -5.32490
N -3.20319 -0.55701 -4.21056
C -3.54195 0.12180 -3.09064
O -4.58887 0.73060 -2.96587
C -2.51283 0.07449 -2.03369
C -2.52388 0.61700 -0.77782
C -1.26993 0.24691 -0.19005
C -0.66533 0.46902 1.04631
C 0.58525 -0.06490 1.24343
C 1.25374 -0.80459 0.27034
C 0.67389 -1.04023 -0.95941
C -0.59108 -0.50652 -1.17194
O -1.34577 -0.61176 -2.28306
H 1.17086 -1.61386 -1.72477
H 2.22827 -1.19374 0.51449
S 1.41864 0.18026 2.80903
O 1.97705 -1.07005 3.23190
O 0.52131 0.85816 3.70549
N 2.68205 1.18265 2.32961
C 2.19037 2.51144 2.04161
H 1.68733 2.95784 2.90471
H 3.01356 3.14577 1.72291
H 1.47220 2.42976 1.22585
C 3.87226 1.05506 3.16134
C 3.75986 1.76817 4.51033
C 4.98693 1.45250 5.36077
C 6.26127 1.87612 4.63516
C 6.35886 1.19122 3.27461
C 5.13148 1.51096 2.42461
H 5.09185 2.58750 2.24630
H 5.19172 1.00802 1.45832
H 6.42733 0.11098 3.41732
H 7.26206 1.52033 2.75628
H 7.13435 1.62319 5.23989
H 6.25505 2.95975 4.49498
H 4.91561 1.96934 6.31983
H 5.02022 0.37937 5.55898
H 2.84801 1.43737 5.01152
H 3.69507 2.84755 4.35362
H 3.94724 -0.02161 3.34433
H -1.14269 1.02673 1.83560
C -3.59117 1.41878 -0.13273
H -3.92064 0.92995 0.78291
H -3.20788 2.40287 0.13308
H -4.43125 1.52891 -0.81137
H -2.35169 -1.09458 -4.21265
H -4.70550 0.23038 -5.35972
H -3.52747 -0.77729 -6.24291
H -5.74277 -1.90118 -6.02252
H -3.73765 -3.29029 -4.17924
H -3.60166 -3.27213 -5.96004
H -6.76177 -3.84614 -4.08056
H -5.40854 -4.65219 -3.24384
H -6.43680 -5.56960 -4.37533

26
Properties=species:S:1:pos:R:3 method="wB97M-V/def2-TZVPD" lumo_energy_ev=0.9024 de_lowest_kj_mol=178.0 homo_energy_ha=-0.31454 total_energy_ev=-11071.2935 smiles=CCCN1CCCC1.O
C 0.78134 -0.90234 0.44639
N -0.10804 0.24371 0.28797
C -1.55559 -0.15058 0.39769
C -1.96345 0.34349 1.77619
C -1.10659 1.55303 2.07831
C 0.17830 1.35899 1.24107
C 0.98506 -1.72032 -0.77721
C 2.20529 -1.20992 -1.65513
H 0.35008 -1.53088 1.25953
H 1.70779 -0.66629 1.01203
H -1.61840 -1.23130 0.29182
H -2.08390 0.22975 -0.48257
H -1.92853 -0.41929 2.55172
H -3.04152 0.55649 1.75769
H -1.05349 1.67327 3.15765
H -1.53133 2.44871 1.64722
H 1.07568 1.14488 1.82008
H 0.25699 2.27297 0.66602
H 0.09903 -1.56952 -1.40577
H 1.16458 -2.78857 -0.58195
H 1.97570 -1.33559 -2.69622
H 2.15241 -0.13183 -1.48244
H 3.16963 -1.51151 -1.25450
H -0.10734 1.27278 -3.25435
H 0.29627 0.35637 -2.01857
O 0.36091 0.48055 -2.96823